1.
The following is a DFT calculation (the ωB97M-V functional and the def2-TZVPD basis) of a molecular structure, C27H37As3BrIrN2O.

Structure (XYZ):
```
72
Properties=species:S:1:pos:R:3:forces:R:3:lowdin_charge:R:1
Ir -0.414530 -0.400291 0.136276 0.21 0.40 0.29 0.967
Br 4.802886 -3.591053 4.397999 0.02 -0.01 0.01 0.821
C 3.280822 -2.872246 3.566427 -0.06 -0.01 0.02 -0.687
C 2.026368 -2.975655 4.196933 0.02 -0.02 0.03 -0.068
C 0.900188 -2.463910 3.608355 0.04 -0.05 -0.02 0.010
C 0.958160 -1.818320 2.359497 -0.18 0.02 0.04 -0.329
O -0.189736 -1.372951 1.879625 0.08 0.13 0.09 -0.320
C 2.220856 -1.696938 1.728036 0.10 0.00 -0.10 -0.141
C 2.461615 -1.036113 0.495954 0.02 0.00 0.07 -0.050
N 1.582929 -0.440260 -0.255175 -0.03 0.08 -0.37 -0.083
C 1.943118 0.231693 -1.470517 -0.15 -0.11 0.28 -0.184
C 3.195650 0.302917 -2.016234 0.09 0.06 -0.12 0.024
C 3.422090 1.048648 -3.193861 -0.01 -0.06 0.09 -0.023
C 2.404153 1.727882 -3.797025 -0.04 0.01 -0.01 0.009
C 1.098260 1.674573 -3.253836 0.04 0.04 -0.07 -0.131
C 0.005775 2.377667 -3.807766 0.01 0.00 -0.03 0.044
C -1.224336 2.289179 -3.220171 0.00 -0.05 0.03 -0.004
C -1.380584 1.474552 -2.091470 0.00 -0.01 -0.10 -0.092
N -0.388011 0.795665 -1.544661 0.16 -0.09 -0.09 -0.091
C 0.870352 0.904182 -2.102295 -0.08 -0.05 0.10 -0.152
C 3.371595 -2.244550 2.361690 -0.03 0.01 -0.01 -0.067
H 1.956628 -3.465403 5.159391 0.00 0.00 0.00 0.119
H -0.062167 -2.538736 4.097072 0.00 -0.01 0.00 0.127
H 3.497192 -1.034587 0.166943 0.00 0.06 0.04 0.133
H 4.040985 -0.191099 -1.557696 -0.01 -0.01 -0.01 0.119
H 4.421494 1.086486 -3.604053 0.00 0.00 0.00 0.126
H 2.580868 2.316660 -4.687506 -0.01 0.00 0.00 0.133
H 0.156734 2.984172 -4.692163 0.01 0.00 0.01 0.140
H -2.080286 2.820501 -3.609980 0.00 0.00 0.00 0.126
H -2.349654 1.363121 -1.632406 0.00 0.03 0.02 0.072
H 4.333437 -2.149121 1.873437 -0.01 0.00 0.00 0.119
C -4.142846 0.624890 -0.103543 0.01 0.06 -0.01 -0.264
As -2.707767 -0.154956 0.943328 -0.11 -0.10 0.05 1.057
C -2.745719 0.970436 2.512457 0.11 0.00 0.03 -0.242
C -3.433179 -1.810753 1.661620 -0.05 -0.04 -0.09 -0.301
C -3.499113 -3.043459 0.735476 -0.03 0.07 -0.01 -0.646
C -4.283624 -2.732521 -0.536526 0.02 -0.01 -0.01 -0.061
C -2.081940 -3.525365 0.405491 0.00 0.02 0.01 -0.284
As -0.920762 -2.477969 -0.738853 -0.12 -0.42 -0.15 1.088
C 0.628058 -3.621985 -0.807372 0.03 0.04 -0.01 -0.212
C -1.551892 -2.548888 -2.555061 0.01 0.16 -0.03 -0.222
C -4.200763 -4.151863 1.549299 0.02 0.05 0.08 -0.373
As -4.830881 -5.933392 0.904309 0.04 -0.02 -0.07 1.159
C -3.583198 -6.427230 -0.534218 0.02 0.01 -0.02 -0.355
C -6.329752 -5.409610 -0.246556 -0.03 0.01 0.02 -0.341
H -5.086702 0.312863 0.340446 -0.02 0.01 -0.01 0.052
H -4.122280 0.315763 -1.145701 -0.05 -0.05 0.02 0.022
H -4.076886 1.711288 -0.044860 0.02 -0.01 0.00 0.046
H -3.755389 0.950898 2.920198 0.00 0.02 0.03 0.053
H -2.478996 1.994512 2.256871 -0.01 -0.01 -0.03 0.043
H -2.042016 0.588877 3.249825 -0.01 -0.02 -0.01 0.038
H -4.434748 -1.553827 2.015239 -0.02 -0.02 -0.02 0.098
H -2.826613 -2.031556 2.542568 0.01 -0.01 -0.01 0.089
H -3.854062 -1.892997 -1.088812 0.00 0.01 0.01 0.039
H -5.320061 -2.481488 -0.306187 0.01 0.00 0.01 0.105
H -4.293041 -3.592028 -1.205286 -0.01 -0.01 0.01 0.068
H -2.125203 -4.489568 -0.101553 0.00 -0.02 -0.02 0.057
H -1.496300 -3.653849 1.318984 -0.02 -0.03 0.02 0.094
H 0.293708 -4.547840 -1.276200 0.06 -0.05 0.03 0.058
H 0.995130 -3.829337 0.195932 -0.02 0.01 0.01 0.045
H 1.421497 -3.183615 -1.409712 -0.05 0.04 -0.01 0.046
H -1.965157 -3.546933 -2.696182 -0.02 0.01 -0.10 0.051
H -0.704345 -2.401764 -3.223146 0.01 -0.02 0.01 0.049
H -2.309568 -1.798483 -2.762380 -0.03 -0.02 0.03 0.032
H -5.129884 -3.738883 1.956006 0.02 0.04 0.03 0.072
H -3.580695 -4.385806 2.419869 0.00 0.02 0.01 0.068
H -2.579032 -6.579137 -0.138035 0.00 -0.06 -0.02 0.014
H -3.562170 -5.725948 -1.371642 0.00 0.00 0.05 0.007
H -3.933583 -7.386808 -0.913085 0.02 -0.01 -0.02 0.027
H -6.988415 -4.732434 0.296870 -0.02 -0.02 0.00 0.024
H -6.892089 -6.316126 -0.465090 -0.03 0.01 -0.01 0.023
H -6.034974 -4.952070 -1.188909 0.03 0.01 0.01 0.011
```
Forces are in eV/Å.

The calculation puts the energy above the lowest of the compared OMol25 structures with the same formula, charge and spin at 0.00 kcal per mole. As for the frontier orbital gap: 6.15 eV. The value obtained for the HOMO energy is -0.4764 Ha. The value obtained for the total energy is -10621.01139 Eh. As for the charge: +2. As for the LUMO energy: -6.817 eV.


2.
The following is a DFT calculation (the ωB97M-V functional and the def2-TZVPD basis) of a molecular structure, C6H14N2O in a non-equilibrium geometry.

Structure (XYZ):
```
23
Properties=species:S:1:pos:R:3:forces:R:3:lowdin_charge:R:1
C 0.852696 0.806787 -0.193484 -0.58 5.38 -0.75 -0.363
C -0.202972 -1.129276 1.031254 -1.99 0.58 -1.38 -0.298
C -0.537711 0.485266 0.009519 0.73 -4.13 2.33 -0.239
C 1.148390 -1.620683 1.513948 0.51 0.54 -0.10 -0.096
C -1.392605 0.239874 -1.203091 -1.05 -0.03 -1.16 -0.095
N -0.834352 -2.167505 0.241213 -1.05 -1.00 0.11 -0.011
C 0.490104 2.575292 -0.815390 2.08 -1.99 -0.07 -0.143
O 1.601005 -0.007205 -0.981789 -0.36 -1.20 -1.26 -0.006
N -0.039802 3.408376 -0.044724 -0.12 -0.26 0.35 0.049
H 1.049028 -0.769101 -1.304548 0.61 1.23 0.36 0.124
H 1.408131 1.089975 0.701647 -0.16 -0.17 0.04 0.126
H -0.805709 -0.858784 1.903187 -0.09 -0.37 -0.16 0.114
H -1.004816 1.145791 0.733526 0.13 -0.01 -0.10 0.111
H -0.305184 -2.939415 -0.155296 0.62 0.59 0.39 0.076
H -1.627931 -2.624578 0.676367 -0.04 0.40 0.04 0.075
H -0.130893 4.359470 -0.416033 0.03 -0.38 -0.17 0.048
H 0.894201 2.807284 -1.818375 -0.24 -0.04 0.09 0.086
H 1.746921 -2.044263 0.704569 0.07 0.29 -0.04 0.071
H 1.708776 -0.834216 2.016036 0.23 0.05 -0.10 0.072
H 1.044869 -2.435602 2.242554 -0.41 0.22 -0.09 0.080
H -1.114410 0.710850 -2.148493 0.56 0.99 0.39 0.078
H -2.429253 0.544160 -1.040065 0.12 0.15 0.22 0.080
H -1.518482 -0.742497 -1.652532 0.40 -0.82 1.04 0.060
```
Forces are in eV/Å.

The calculation puts the energy above the lowest of the compared OMol25 structures with the same formula, charge and spin at 112.09 kcal per mole. As for the frontier orbital gap: 8.45 eV. The value obtained for the HOMO energy is -0.2788 Ha. The value obtained for the total energy is -421.62164 Eh. As for the charge: 0. As for the LUMO energy: 0.867 eV.


What did the second record say?
The following is a DFT calculation (the ωB97M-V functional and the def2-TZVPD basis) of a molecular structure, C6H14N2O in a non-equilibrium geometry.

Structure (XYZ):
```
23
Properties=species:S:1:pos:R:3:forces:R:3:lowdin_charge:R:1
C 0.852696 0.806787 -0.193484 -0.58 5.38 -0.75 -0.363
C -0.202972 -1.129276 1.031254 -1.99 0.58 -1.38 -0.298
C -0.537711 0.485266 0.009519 0.73 -4.13 2.33 -0.239
C 1.148390 -1.620683 1.513948 0.51 0.54 -0.10 -0.096
C -1.392605 0.239874 -1.203091 -1.05 -0.03 -1.16 -0.095
N -0.834352 -2.167505 0.241213 -1.05 -1.00 0.11 -0.011
C 0.490104 2.575292 -0.815390 2.08 -1.99 -0.07 -0.143
O 1.601005 -0.007205 -0.981789 -0.36 -1.20 -1.26 -0.006
N -0.039802 3.408376 -0.044724 -0.12 -0.26 0.35 0.049
H 1.049028 -0.769101 -1.304548 0.61 1.23 0.36 0.124
H 1.408131 1.089975 0.701647 -0.16 -0.17 0.04 0.126
H -0.805709 -0.858784 1.903187 -0.09 -0.37 -0.16 0.114
H -1.004816 1.145791 0.733526 0.13 -0.01 -0.10 0.111
H -0.305184 -2.939415 -0.155296 0.62 0.59 0.39 0.076
H -1.627931 -2.624578 0.676367 -0.04 0.40 0.04 0.075
H -0.130893 4.359470 -0.416033 0.03 -0.38 -0.17 0.048
H 0.894201 2.807284 -1.818375 -0.24 -0.04 0.09 0.086
H 1.746921 -2.044263 0.704569 0.07 0.29 -0.04 0.071
H 1.708776 -0.834216 2.016036 0.23 0.05 -0.10 0.072
H 1.044869 -2.435602 2.242554 -0.41 0.22 -0.09 0.080
H -1.114410 0.710850 -2.148493 0.56 0.99 0.39 0.078
H -2.429253 0.544160 -1.040065 0.12 0.15 0.22 0.080
H -1.518482 -0.742497 -1.652532 0.40 -0.82 1.04 0.060
```
Forces are in eV/Å.

The calculation puts the energy above the lowest of the compared OMol25 structures with the same formula, charge and spin at 112.09 kcal per mole. As for the frontier orbital gap: 8.45 eV. The value obtained for the HOMO energy is -0.2788 Ha. The value obtained for the total energy is -421.62164 Eh. As for the charge: 0. As for the LUMO energy: 0.867 eV.


> frontier orbital gap of number 2 (C6H14N2O)?

8.45 eV